[1]
A molecular structure, C54H36Cl5N4O2P2Se2TeTl. Source: OMol25; level of theory: ωB97M-V with the def2-TZVPD basis set.

## Properties
Gap between HOMO and LUMO in eV: 7.28
LUMO level in eV: -0.8
Energy above the lowest of the compared OMol25 structures with the same formula, charge and spin in kcal/mol: 55.5
E_HOMO in eV: -8.07

The geometry in ORCA input format:
```
! wB97M-V def2-TZVPD RIJCOSX def2/J DEFGRID3
* xyz 0 1
Tl -0.16 -0.26 -0.13
Te -3.08 -0.43 -0.59
Se -1.39 2.44 6.82
Se 1.66 0.52 1.88
Cl 2.30 5.35 -2.96
Cl 4.19 3.11 -1.92
Cl -1.95 2.14 -2.20
Cl 3.03 0.41 -0.96
Cl -0.77 4.82 -3.13
P 0.35 0.72 3.60
P -2.79 2.70 5.27
O 0.80 -1.88 -1.36
O 1.29 -4.05 -1.69
N -3.26 2.11 2.67
N -1.45 1.31 1.77
N -2.71 1.66 1.55
N -0.19 -2.46 1.08
C -6.16 2.01 7.38
C -2.35 1.99 3.66
C -2.44 -3.87 -3.26
C -2.18 -1.73 4.18
C -6.87 1.08 6.63
C -2.16 -3.13 4.85
C -0.09 -0.97 4.17
C -4.73 -3.18 -3.53
C -1.96 5.29 4.77
C -3.51 -2.99 1.06
C -4.34 4.93 4.57
C -2.13 6.62 4.41
C -2.23 -2.83 -2.36
C 2.29 1.84 6.98
C -4.52 -2.13 -2.64
C -1.13 -1.53 3.08
C 1.62 1.07 6.04
C -5.60 -1.98 2.59
C 1.49 2.99 4.58
C -4.94 2.48 6.94
C 0.87 -3.12 -1.02
C -4.96 -1.16 1.67
C -0.08 -3.56 5.46
C 0.58 1.43 -1.46
C 2.49 2.85 -1.94
C 1.94 1.65 -1.49
C 0.27 3.62 -2.48
C 1.64 3.85 -2.42
C 1.22 1.65 4.85
C -3.41 7.11 4.14
C -4.41 2.03 5.72
C 1.19 -2.93 4.99
C -3.27 -1.97 -2.04
C 0.34 -3.46 0.37
C 2.56 3.18 6.72
C -3.07 4.44 4.85
C 0.39 -4.75 0.86
C -1.18 1.49 3.09
C -0.61 -3.95 2.90
C -1.07 -4.11 4.33
C -3.92 -1.67 0.90
C -5.12 1.11 4.96
C -4.51 6.27 4.22
C -0.10 -4.99 2.14
C 1.19 -1.75 4.39
C -1.20 -1.17 5.26
C 2.16 3.75 5.52
C -0.64 -2.70 2.32
C -3.69 -4.05 -3.83
C -1.18 -2.58 5.94
C -0.23 2.41 -2.01
C -6.35 0.63 5.43
C -4.14 -3.80 2.00
C -5.19 -3.30 2.76
H -5.50 6.66 4.01
H -1.25 -2.67 -1.95
H -4.74 0.77 4.01
H -1.41 -2.59 7.00
H 1.40 0.03 6.26
H 2.38 4.80 5.32
H -1.33 -5.15 4.51
H -4.37 3.18 7.54
H -3.16 -1.30 3.99
H 2.12 -1.34 4.02
H 0.13 -4.34 6.19
H -5.71 -3.30 -3.99
H 2.61 1.39 7.92
H 2.13 -3.46 5.13
H -6.90 -0.09 4.84
H -0.98 4.90 5.01
H 0.82 -5.52 0.24
H -6.56 2.37 8.33
H -1.44 -0.77 2.38
H -3.86 -4.86 -4.53
H -6.43 -1.60 3.17
H 3.07 3.78 7.46
H -3.82 -4.83 2.12
H -0.07 -6.00 2.55
H -7.82 0.71 6.98
H -1.42 -0.32 5.90
H -5.69 -3.94 3.48
H -2.72 -3.40 0.44
H 1.19 3.43 3.63
H -5.20 4.28 4.62
H -5.33 -1.45 -2.41
H -3.13 -3.56 5.09
H -1.62 -4.53 -3.51
H -5.27 -0.13 1.56
H -3.54 8.15 3.87
H -1.27 7.27 4.35
*
```


[2]
CH4N4S in the gas phase. Source: OMol25; level of theory: ωB97M-V with the def2-TZVPD basis set.

## Properties
Gap between HOMO and LUMO (spin up / spin down) in eV: 7.65 / 8.35
LUMO level (spin up / spin down) in eV: -0.2 / 0.6
Energy above the lowest of the compared OMol25 structures with the same formula, charge and spin in kcal/mol: 84.3
E_HOMO (spin up / spin down) in eV: -7.89 / -7.78

The geometry in ORCA input format:
```
! wB97M-V def2-TZVPD RIJCOSX def2/J DEFGRID3
* xyz 0 1
S -0.57 -2.04 2.98
N -0.37 -1.16 0.51
N -0.30 -0.89 1.92
N 0.67 0.86 0.92
N 0.33 0.45 2.12
C 0.40 -0.16 -0.13
H 1.41 -0.62 -0.57
H 0.69 1.77 0.56
H -1.28 -1.06 0.30
H -0.26 0.19 -0.93
*
```


> Number 2 is which compound?

CH4N4S


> The highest energy above the lowest of the compared OMol25 structures with the same formula, charge and spin belongs to which entry?

CH4N4S